Entry 1:
Here is 2 unconnected molecules or ions with the total composition C23H35N2O2 in a non-equilibrium geometry from OMol25. Energies are from ωB97M-V with the def2-TZVPD basis set.

The geometry in XYZ format:
```
62
Properties=species:S:1:pos:R:3:forces:R:3
O -2.584 3.502 0.242 1.3 -4.0 -1.7
O -5.789 -4.255 0.722 -0.2 0.0 0.0
N 1.467 3.216 1.371 1.4 1.5 1.8
N 0.551 2.522 0.721 0.3 3.9 -3.4
C 1.774 5.228 -0.190 -3.0 -4.4 0.4
C 2.971 0.104 2.135 -0.8 0.2 -0.3
C 1.537 -2.205 -2.595 -0.2 0.5 1.0
C 3.552 0.264 -0.500 -0.6 0.4 -0.2
C 0.615 -3.116 -0.243 -1.4 0.3 -0.4
C 0.701 4.507 -1.030 2.5 -0.2 3.9
C -0.974 2.466 -1.288 0.2 -0.4 1.0
C 2.070 4.434 1.082 -0.7 1.3 -2.4
C -2.230 2.388 -0.258 -1.3 2.1 1.3
C -2.954 1.046 0.156 -0.6 -1.3 0.5
C -2.902 -0.192 -0.780 -2.0 0.1 4.1
C -3.647 -1.470 -0.308 0.1 2.9 1.6
C -3.706 1.064 1.534 -0.2 -3.6 -2.4
C 0.193 3.208 -0.438 -1.2 -0.4 -2.0
C 0.244 -2.323 -1.626 0.8 -0.6 0.2
C 3.229 1.678 2.301 0.3 -0.2 1.2
C -4.812 -5.137 0.186 -0.2 -0.1 -0.1
C 2.627 -0.371 0.644 0.8 -0.9 -0.3
C 3.565 -0.549 -1.881 0.1 0.7 -0.7
C 2.129 -0.683 -2.593 0.2 -0.6 -1.0
C -4.422 -0.241 1.947 1.7 0.7 -2.8
C 1.917 2.533 2.660 1.1 0.1 0.4
C -4.406 -1.498 1.037 1.7 3.0 -0.7
H 3.112 1.307 -0.747 0.7 -1.4 0.3
H -4.956 -2.434 1.408 1.0 1.6 -0.9
H -4.827 -5.085 -0.906 0.2 -0.1 0.0
H 3.735 2.183 1.413 -0.6 -0.9 1.1
H 0.024 -4.096 -0.289 1.3 1.1 0.3
H 1.287 -2.576 -3.645 0.3 0.8 1.4
H 0.306 4.899 -2.017 0.5 -0.6 1.5
H 4.233 0.053 -2.607 -0.9 -0.9 1.2
H 2.826 4.874 1.817 -1.3 -1.1 -1.0
H 2.065 -0.166 2.802 1.5 0.3 -0.9
H -0.135 -1.294 -1.286 0.4 -1.4 -1.0
H 4.032 -1.588 -1.815 -0.6 1.4 0.3
H 0.198 -2.530 0.660 0.8 -0.9 -1.4
H 2.342 -2.923 -2.187 -1.2 1.1 -0.7
H 2.204 3.366 3.391 -0.6 -1.2 -1.1
H 1.527 -0.208 0.367 1.5 -0.2 0.5
H -3.733 1.992 2.207 0.1 -1.6 -1.3
H -0.546 -2.909 -2.230 0.9 1.1 1.3
H 2.819 -1.512 0.616 -0.5 1.8 0.1
H -0.643 1.415 -1.623 -0.3 1.7 0.6
H 3.868 -0.477 2.535 -1.2 0.9 -0.7
H 2.246 6.222 -0.456 -0.6 -1.5 0.5
H 1.056 1.919 3.096 1.2 0.9 -0.9
H -5.020 -6.159 0.513 0.2 0.0 -0.1
H -3.829 -4.835 0.548 -0.1 0.0 0.0
H 1.385 0.073 -2.157 0.9 -1.2 -0.5
H 3.961 1.795 3.189 -1.2 -0.1 -1.4
H -3.627 -2.373 -0.997 -0.1 1.3 1.2
H -1.270 3.070 -2.210 0.4 -0.7 1.4
H -4.980 -0.249 2.944 0.9 -0.1 -1.7
H 1.739 -3.261 -0.119 -1.7 0.0 -0.2
H -2.322 -0.121 -1.753 -1.0 -0.3 1.4
H -6.647 -4.543 0.386 0.1 0.2 0.2
H 4.624 0.456 -0.150 -1.4 -0.5 -0.3
H 2.234 -0.409 -3.708 0.0 -0.2 1.8
```
Forces are in eV/Å.

For the orbital gap, the calculation gives 0.236 Eh. As for the highest occupied orbital energy: -0.411 hartree. Its LUMO energy is -4.8 eV. As for the calculated total energy: -1156.813478 Ha. For the relative energy (zero: lowest compared OMol25 entry of this formula, charge and spin), the calculation gives 1005.2 kJ/mol. As for the net charge: +1.

Listed below, in e, are the natural (NBO) charges computed for each atom: -0.56, -0.74, -0.08, -0.14, -0.14, -0.41, -0.41, -0.41, -0.63, -0.15, -0.53, 0.03, 0.56, -0.17, -0.20, -0.22, -0.17, 0.25, -0.41, -0.43, -0.25, -0.42, -0.41, -0.41, -0.22, -0.22, -0.19, 0.17, 0.28, 0.17, 0.22, 0.22, 0.22, 0.28, 0.21, 0.27, 0.22, 0.19, 0.21, 0.21, 0.20, 0.23, 0.21, 0.26, 0.21, 0.22, 0.25, 0.23, 0.28, 0.26, 0.18, 0.18, 0.18, 0.24, 0.23, 0.26, 0.24, 0.21, 0.23, 0.48, 0.22, 0.22



Entry 2:
Here is a molecular structure, C23H35N2O3P2PdS3 from OMol25. Energies are from ωB97M-V with the def2-TZVPD basis set.

The geometry in XYZ format:
```
69
Properties=species:S:1:pos:R:3:forces:R:3
Pd -0.980 -1.010 -0.194 -0.2 -0.4 0.1
S -2.915 -2.951 -0.123 0.0 0.0 0.0
S 3.024 0.836 1.343 0.0 0.2 0.0
S -2.489 0.871 -0.391 -0.1 0.1 0.0
P -3.349 -0.975 -0.071 -0.3 0.2 0.1
P -0.088 -1.767 -2.136 0.3 0.1 -0.2
O 2.073 -0.243 0.920 0.2 -0.1 -0.1
O -4.102 -0.660 1.349 0.0 0.0 0.0
O -4.620 -0.995 -1.134 0.0 0.0 0.0
N -0.853 -1.572 2.601 0.0 0.1 0.0
N 1.026 -0.916 3.540 0.0 0.1 0.1
C -0.183 -0.537 3.048 0.1 -0.1 0.0
C -4.233 -2.210 3.192 0.0 0.0 0.0
C 2.196 2.326 0.699 0.0 -0.1 -0.1
C 0.482 3.318 -0.655 0.0 0.0 0.0
C 1.154 -2.270 3.329 0.0 0.0 0.0
C 2.038 4.715 0.537 0.0 0.0 0.0
C -1.283 -1.227 -3.427 0.0 0.0 0.0
C -5.161 0.678 -2.780 0.0 0.0 0.0
C 4.481 0.825 0.434 0.0 0.1 0.2
C 6.860 1.353 0.398 -0.1 0.0 0.0
C 0.946 4.582 -0.315 0.0 0.0 0.0
C -4.930 -1.633 1.977 0.0 0.0 0.0
C -0.064 -3.565 -2.524 0.0 0.0 0.0
C 1.485 -1.261 -2.956 0.0 0.0 0.0
C 6.877 1.273 -1.023 0.0 0.0 0.0
C 5.701 1.145 1.100 0.0 -0.1 0.0
C 4.496 0.756 -1.001 0.0 0.0 -0.1
C -0.019 -2.656 2.761 0.0 0.0 0.0
C -0.635 0.879 2.990 0.0 0.0 0.0
C 5.668 0.975 -1.684 0.0 0.0 0.0
C 2.665 3.586 1.045 0.0 0.0 0.0
C -5.393 0.173 -1.368 0.0 0.0 0.0
C 1.107 2.184 -0.148 0.0 0.1 0.1
H 1.552 -0.171 -2.929 0.0 0.0 0.0
H 5.659 0.906 -2.768 0.0 0.0 0.0
H -4.123 0.995 -2.876 0.0 0.0 0.0
H -0.387 3.200 -1.292 0.0 0.0 0.0
H 7.775 1.574 0.940 0.0 0.0 0.0
H -5.142 0.951 -0.643 0.0 0.0 0.0
H 1.791 -0.282 3.702 0.0 0.0 -0.1
H -2.254 -1.664 -3.182 0.0 0.0 0.0
H -0.675 1.205 1.949 0.0 0.0 0.0
H -3.977 -1.416 3.897 0.0 0.0 0.0
H 5.700 1.211 2.185 0.0 0.0 0.0
H -0.969 -4.002 -2.098 0.0 0.0 0.0
H 0.041 1.534 3.543 0.0 0.0 0.0
H -3.308 -2.692 2.879 0.0 0.0 0.0
H -5.358 -0.117 -3.502 0.0 0.0 0.0
H 0.452 5.465 -0.703 0.0 0.0 0.0
H 2.326 -1.656 -2.384 0.0 0.0 0.0
H -0.317 -3.636 2.425 0.0 0.0 0.0
H 3.526 3.672 1.700 0.0 0.0 0.0
H 0.726 1.189 -0.361 0.0 0.0 0.0
H 1.556 -1.601 -3.996 0.0 0.0 0.0
H -5.181 -2.428 1.271 0.0 0.0 0.0
H -5.819 1.525 -3.000 0.0 0.0 0.0
H -5.851 -1.114 2.264 0.0 0.0 0.0
H -1.388 -0.142 -3.371 0.0 0.0 0.0
H -0.981 -1.529 -4.436 0.0 0.0 0.0
H 2.397 5.702 0.806 0.0 0.0 0.0
H 7.789 1.447 -1.580 0.0 0.0 0.0
H 0.804 -4.023 -2.046 0.0 0.0 0.0
H 3.585 0.501 -1.528 0.0 0.0 0.0
H -6.443 -0.109 -1.226 0.0 0.0 0.0
H 2.066 -2.799 3.544 0.0 0.0 0.0
H -1.644 0.970 3.392 0.0 0.0 0.0
H -4.883 -2.936 3.692 0.0 0.0 0.0
H -0.026 -3.759 -3.601 0.0 0.0 0.0
```
Forces are in eV/Å.

As for the spin multiplicity: 2. For the orbital gap (spin up / spin down), the calculation gives 0.135 / 0.200 Eh. As for the highest occupied orbital energy (spin up / spin down): 0.037 / -0.028 hartree. Its LUMO energy (spin up / spin down) is 4.7 / 4.7 eV. As for the calculated total energy: -3237.870769 Ha. For the relative energy (zero: lowest compared OMol25 entry of this formula, charge and spin), the calculation gives 0.0 kJ/mol. The expectation value of S² is 0.76. As for the net charge: -2.

Listed below, in e, are the Löwdin charges computed for each atom: -0.02, 0.20, 0.89, 0.24, -0.10, 0.66, -0.55, -0.39, -0.41, 0.08, 0.07, -0.42, -0.11, -0.35, -0.09, -0.13, -0.12, -0.31, -0.11, -0.47, -0.18, -0.12, -0.36, -0.32, -0.31, -0.18, -0.18, -0.12, -0.17, -0.02, -0.16, -0.10, -0.37, -0.10, 0.02, 0.08, 0.04, 0.09, 0.07, 0.07, 0.11, 0.02, 0.03, 0.07, 0.08, -0.01, 0.07, 0.03, 0.07, 0.09, 0.03, 0.09, 0.10, 0.05, 0.02, 0.07, 0.06, 0.10, 0.02, 0.02, 0.09, 0.05, 0.03, 0.08, 0.11, 0.09, 0.07, 0.06, 0.02